DFT (ωB97M-V/def2-TZVPD) results for C19H26Br48PS2 as an isolated structure.

Calculated values
Orbital gap   8.018 eV
E_tot   -125429.33830 Eh
Total charge   +1

Element x y z (Å)
C  3.736  1.763  -0.643
C  3.004  2.956  -1.287
S  2.288  4.029  0.019
C  0.472  4.017  -0.269
P  -0.271  2.366  0.074
S  0.665  0.733  -0.729
H  3.753  1.837  0.438
H  3.338  0.812  -0.970
H  4.766  1.801  -0.992
H  2.239  2.642  -1.989
H  3.700  3.579  -1.839
H  0.011  4.679  0.453
H  0.202  4.416  -1.238
H  -1.638  2.289  -0.428
H  -0.356  2.145  1.450
H  0.042  0.748  -1.919
C  1.945  -2.914  2.057
Br  3.185  -4.231  2.691
Br  2.162  -1.238  2.976
Br  2.024  -2.697  0.145
H  0.954  -3.276  2.291
C  -2.760  4.170  -3.462
Br  -2.066  3.167  -1.914
Br  -1.307  4.918  -4.453
Br  -3.927  3.101  -4.538
H  -3.344  4.985  -3.059
C  0.899  8.322  0.120
Br  2.257  9.557  -0.420
Br  -0.720  8.526  -0.907
Br  1.558  6.462  0.034
H  0.653  8.542  1.149
C  -6.556  4.988  -1.966
Br  -7.439  6.596  -2.515
Br  -4.970  5.348  -0.933
Br  -7.725  3.794  -1.036
H  -6.233  4.479  -2.863
C  4.565  -1.850  -0.147
Br  6.317  -2.536  0.210
Br  4.217  -0.262  0.883
Br  4.295  -1.561  -2.023
H  3.851  -2.598  0.167
C  3.912  -5.750  -3.404
Br  2.841  -5.123  -1.931
Br  3.569  -4.752  -5.008
Br  5.789  -5.795  -2.977
H  3.611  -6.770  -3.591
C  1.571  -2.863  6.876
Br  3.131  -1.760  6.660
Br  0.150  -2.350  5.679
Br  1.988  -4.726  6.704
H  1.209  -2.704  7.881
C  -1.133  -3.855  -1.971
Br  0.335  -2.985  -2.874
Br  -0.593  -5.572  -1.326
Br  -1.893  -2.755  -0.582
H  -1.914  -4.013  -2.701
C  -1.500  -9.658  -1.221
Br  -0.194  -9.221  0.119
Br  -3.071  -8.596  -0.963
Br  -0.795  -9.434  -2.995
H  -1.758  -10.700  -1.108
C  6.616  1.714  -1.209
Br  8.446  1.231  -0.885
Br  6.109  3.301  -0.248
Br  6.244  1.876  -3.088
H  6.002  0.909  -0.832
C  -5.631  0.223  -1.852
Br  -6.863  -1.226  -1.629
Br  -5.415  1.236  -0.234
Br  -3.942  -0.397  -2.546
H  -6.057  0.896  -2.583
C  4.920  -9.880  -2.575
Br  3.446  -9.563  -1.391
Br  5.420  -11.727  -2.687
Br  4.544  -9.134  -4.308
H  5.763  -9.344  -2.164
C  -11.562  6.360  -2.401
Br  -12.031  4.501  -2.252
Br  -12.044  7.080  -4.116
Br  -12.290  7.396  -0.959
H  -10.486  6.420  -2.324
C  0.384  -8.567  7.838
Br  1.603  -8.606  9.320
Br  -0.905  -7.151  8.013
Br  1.316  -8.487  6.154
H  -0.165  -9.496  7.850
C  -10.367  9.805  2.107
Br  -10.620  11.477  1.198
Br  -12.041  9.000  2.600
Br  -9.281  8.598  1.077
H  -9.832  10.015  3.021
C  9.107  1.259  3.565
Br  11.014  1.080  3.425
Br  8.502  2.966  2.924
Br  8.191  -0.190  2.693
H  8.858  1.206  4.614

Force components x, y, z for each atom (eV/Å):
-0.7891 1.4003 -1.8625
0.0989 -0.0423 0.1804
-0.4497 -2.1544 0.1692
0.2845 -1.4862 0.3364
-0.0945 -0.0320 -0.4383
0.1043 -0.6074 0.3997
-0.3284 0.5364 -0.3545
-0.4479 0.4297 -0.1039
-1.9701 -0.3835 0.2021
-0.1959 0.0604 -0.0062
0.0259 0.2276 -0.0142
-0.0576 -0.1036 0.3168
0.0458 -0.3020 -0.2650
1.1263 -0.8194 2.1766
0.3214 0.0536 0.0354
-0.2508 0.2510 0.0301
-0.1458 0.0712 0.3295
0.1088 0.0339 -0.0890
-0.7226 -0.2595 0.5836
-4.0620 -0.7337 0.3206
-0.0234 0.0280 -0.0418
0.0098 -0.0433 -0.1767
-1.5770 1.4281 -2.8768
0.0491 -0.0411 0.0227
-0.0009 -0.0369 0.0642
0.0413 -0.0201 0.1494
-0.0642 -0.1731 0.0898
0.0120 -0.0257 -0.0417
0.0210 -0.0649 0.0109
0.2488 3.7462 -0.1131
-0.0130 -0.0287 0.0183
-0.0803 -0.1773 -0.1707
-0.0003 0.1199 0.0350
0.0285 0.1481 0.1449
-0.2939 0.1335 -0.0076
0.0282 0.0199 -0.0242
2.0470 0.2415 0.3116
0.3283 0.0052 -0.0463
1.7433 -2.2589 0.7724
-0.0489 0.0687 -0.1909
1.7580 0.2594 -0.1833
0.0373 -0.0682 0.1373
0.5715 -0.3769 -0.1102
-0.0108 0.0708 -0.0005
-0.0998 0.0939 0.0487
-0.0030 -0.0112 -0.0203
0.0354 -0.0379 0.0419
0.0081 0.0161 -0.0095
-0.1450 -0.0710 0.1642
0.0154 -0.0542 -0.0357
-0.0313 0.0171 0.0077
0.0502 -0.0401 -0.0191
-0.3420 0.3853 -0.2371
-0.1839 -0.1011 0.1861
0.1363 -0.0510 0.0616
0.0123 0.0308 -0.0471
0.0810 0.1229 -0.1162
0.1878 -0.0214 0.0849
-0.2597 -0.0366 -0.0007
0.0701 -0.0180 -0.0309
-0.0453 -0.0038 0.0619
1.1544 -0.1714 -0.0432
-0.0746 0.0943 -0.0686
1.4517 1.1265 0.4296
0.0348 0.0635 -0.1544
0.3797 -0.2202 0.0700
-0.0713 0.0096 -0.1062
-0.0071 -0.0198 0.0389
0.2767 -0.1659 0.1266
-0.0399 0.1068 -0.0084
0.0369 0.0139 -0.0377
0.1109 0.1260 0.0550
-0.1739 -0.0566 0.1202
-0.0805 0.0028 0.0148
0.0676 -0.1922 -0.2187
0.0486 0.0314 -0.0845
0.0500 0.0383 0.0361
-0.0030 -0.0283 -0.0012
-0.0047 -0.0006 -0.0227
-0.0758 -0.0207 -0.0152
0.0206 -0.0187 0.0060
-0.0375 -0.0323 0.0255
0.0306 0.0340 0.0035
-0.0044 -0.0006 -0.0201
0.0038 0.0490 -0.0025
-0.0049 -0.0223 -0.0140
-0.0123 0.0259 0.0168
-0.0195 0.0056 -0.0294
-0.0285 -0.0111 -0.0176
0.1310 -0.0322 0.0002
0.0117 -0.0081 0.0207
0.0194 -0.0414 0.0741
0.0028 0.0046 -0.0393
-0.0093 0.0376 -0.0366
-0.0797 -0.0410 -0.0017
-0.0040 -0.0002 0.0239